# C25H47BBeKN2O10PRbS3

C25H47BBeKN2O10PRbS3 as an isolated structure at a distorted geometry (ωB97M-V with the def2-TZVPD basis set, the OMol25 dataset).

XYZ file:
```
92
Properties=species:S:1:pos:R:3
H -4.8610 5.3197 -0.3199
H 3.4959 1.4199 -2.4471
H -1.9437 -1.3561 0.6886
C 0.3035 -2.2565 -4.6545
C -1.7564 1.8075 1.7085
H -2.0153 -6.3500 2.2607
C -1.2615 1.3593 0.1911
H 0.4825 -2.4045 -6.7961
H 4.2236 0.8808 -5.5550
H -1.3429 -7.4213 1.0223
K 1.6698 -4.6531 1.4596
H 1.2333 3.5089 6.1981
C -1.1259 -5.3175 0.5775
H 4.9087 -0.7608 -5.5345
H 2.9496 -4.7717 7.3671
N 2.6679 -2.2817 5.4751
C 1.3480 2.9188 3.4048
O -0.6526 -3.0330 2.5069
O 2.0533 4.4358 0.3798
C -3.7395 3.3851 0.4331
C 0.0525 0.3360 0.0431
H 0.0108 -0.5585 0.8215
O -2.9927 -3.9352 2.8616
Rb -4.6302 0.2655 -2.6655
H -2.8824 -6.5690 0.7432
O 3.5543 -4.2256 4.7631
H 0.8995 5.2596 6.2040
H -0.1570 -5.1770 1.0678
Be 4.3698 3.5564 -5.6000
O 5.2771 0.3857 -3.2136
O 2.3556 3.9568 -2.7747
H 5.7196 0.5304 -6.4276
H -0.1575 -6.0412 -4.6062
H -7.7302 1.2708 0.8092
H -0.9257 -5.5307 -0.4779
H -7.3457 4.0052 0.1418
H 2.4958 -2.0166 4.5138
H -5.6761 1.7299 1.9286
H 1.8049 2.8330 2.4160
H -1.6176 1.5792 -2.2956
C -5.0578 4.4144 0.4169
H 4.5633 -4.0072 7.2887
O 2.2043 2.0231 -3.9203
H -1.2042 1.3843 2.6504
O 2.3099 4.0035 -5.0610
H 0.4273 -1.1801 -4.6175
H 0.2641 2.8163 3.3132
C 0.3330 -2.9421 -5.8643
H 2.4012 -1.6432 6.2104
C 0.1687 -4.3234 -5.8685
H -6.1917 3.4624 -1.3348
S -5.4757 0.3316 -0.4437
S 1.7605 4.5416 4.0902
C -1.8835 -6.4842 1.1829
H -3.4882 3.2217 2.8418
O 1.0559 5.5737 3.2607
N -0.0525 -4.3266 -3.4647
H 3.1519 -3.0638 7.8123
H 1.0186 2.9765 -1.5689
C -2.6719 -1.8070 1.3655
C 2.4403 1.6858 -2.5663
H 0.1093 -0.1282 -1.0514
C 3.2517 -3.4913 5.6967
C 0.8184 4.3388 5.6215
P -6.3402 1.7118 0.6294
C -3.0264 2.8503 1.8309
C -0.0209 -4.9645 -4.6549
B -6.3177 3.4641 -0.1523
H -3.5993 -2.0415 0.8397
S -1.9902 -3.3065 2.0274
H -0.2324 4.1476 5.3911
H 2.6774 3.0746 -0.9270
H -2.8770 -1.1319 2.1990
H 0.0843 -2.4969 -2.5226
O -1.8935 -4.1237 0.6207
C 0.1117 -2.9859 -3.4920
C 2.0807 2.9372 -1.8329
H 1.7455 2.1363 4.0554
H 0.1873 -4.8868 -6.7946
H -5.3065 4.8093 1.4996
C -1.9518 1.8856 -1.2100
C 6.0037 0.6757 -4.2806
H 1.8231 0.8349 -2.2655
C 5.1583 0.3075 -5.5128
C 2.2918 3.3824 -4.0115
H -3.7488 3.3433 -2.0667
C -3.2147 2.9310 -1.0886
H 6.3056 1.7226 -4.4406
C 3.4922 -3.8515 7.1342
H 1.2862 4.9269 0.6111
H 0.9952 1.0366 0.2265
H 6.9616 0.1509 -4.4211
```

Calculated values
HOMO-LUMO gap: 2.229 eV
total charge: +1
E_LUMO: -6.60 eV
2S+1: 1